[1]
{"formula": "C36H86N2O23", "method": "ωB97M-V with the def2-TZVPD basis set", "e_tot_ev": -88794.3914, "lumo_energy_ha": 0.0069, "elements": ["O", "O", "O", "O", "O", "O", "O", "O", "O", "O", "O", "O", "O", "O", "O", "O", "O", "O", "O", "O", "O", "O", "O", "N", "N", "C", "C", "C", "C", "C", "C", "C", "C", "C", "C", "C", "C", "C", "C", "C", "C", "C", "C", "C", "C", "C", "C", "C", "C", "C", "C", "C", "C", "C", "C", "C", "C", "C", "C", "C", "C", "H", "H", "H", "H", "H", "H", "H", "H", "H", "H", "H", "H", "H", "H", "H", "H", "H", "H", "H", "H", "H", "H", "H", "H", "H", "H", "H", "H", "H", "H", "H", "H", "H", "H", "H", "H", "H", "H", "H", "H", "H", "H", "H", "H", "H", "H", "H", "H", "H", "H", "H", "H", "H", "H", "H", "H", "H", "H", "H", "H", "H", "H", "H", "H", "H", "H", "H", "H", "H", "H", "H", "H", "H", "H", "H", "H", "H", "H", "H", "H", "H", "H", "H", "H", "H", "H"], "coordinates": [[19.564, -24.096, -19.071], [13.598, -13.434, -21.882], [22.704, -13.338, -16.523], [22.077, -6.908, -19.927], [22.027, -11.157, -26.025], [20.835, -9.577, -24.991], [21.865, -15.432, -16.600], [21.955, -20.477, -23.028], [15.316, -21.951, -22.320], [20.302, -6.933, -21.292], [17.411, -16.528, -19.787], [18.645, -24.322, -24.090], [15.667, -13.915, -21.658], [24.788, -13.483, -23.951], [20.257, -5.901, -19.306], [19.945, -11.517, -25.671], [15.896, -8.906, -17.284], [15.095, -12.508, -23.321], [15.152, -12.375, -17.111], [23.423, -14.640, -18.029], [17.734, -25.079, -18.457], [20.692, -11.823, -20.042], [19.239, -24.562, -16.877], [20.953, -22.771, -24.889], [19.446, -14.402, -20.222], [17.078, -9.617, -17.597], [18.882, -24.566, -18.015], [23.570, -15.909, -18.640], [20.415, -13.840, -21.163], [12.075, -11.658, -21.168], [23.248, -10.484, -26.058], [20.201, -12.344, -21.266], [21.439, -23.039, -20.056], [20.972, -11.696, -16.257], [19.745, -15.751, -19.821], [20.802, -6.642, -20.257], [16.870, -14.334, -22.289], [22.516, -20.933, -24.246], [17.789, -24.524, -22.964], [22.569, -14.543, -17.022], [21.700, -12.855, -15.614], [20.590, -23.130, -18.815], [22.252, -22.421, -24.266], [20.918, -10.639, -25.517], [16.888, -25.606, -17.449], [21.661, -19.111, -23.008], [18.598, -16.362, -19.054], [15.322, -13.036, -18.370], [18.714, -11.187, -24.993], [17.456, -17.518, -20.785], [20.469, -10.467, -19.838], [17.670, -12.225, -25.346], [22.926, -7.373, -20.942], [14.811, -13.209, -22.371], [23.413, -13.730, -23.691], [19.781, -22.272, -24.169], [15.685, -20.592, -22.124], [18.530, -23.026, -24.576], [12.550, -12.555, -22.309], [18.299, -5.255, -18.106], [18.825, -5.824, -19.375], [20.476, -12.087, -17.150], [17.697, -13.700, -21.993], [23.223, -9.404, -26.229], [20.912, -10.242, -18.862], [18.420, -10.206, -25.365], [23.778, -10.874, -26.926], [18.410, -6.824, -19.531], [17.500, -25.569, -22.871], [20.229, -11.295, -15.571], [25.272, -13.574, -23.125], [17.050, -15.351, -21.952], [16.879, -12.218, -24.594], [17.647, -22.549, -24.130], [20.943, -9.762, -20.529], [18.435, -17.552, -21.291], [22.828, -8.457, -21.066], [18.902, -11.139, -23.920], [15.492, -12.276, -19.126], [21.882, -24.036, -20.225], [15.329, -12.986, -16.393], [21.687, -10.946, -16.591], [23.032, -16.662, -18.064], [16.988, -10.302, -18.449], [12.933, -12.024, -23.183], [19.755, -21.192, -24.333], [23.603, -20.767, -24.252], [18.886, -4.408, -17.752], [20.674, -11.928, -22.163], [16.426, -24.812, -16.865], [21.353, -18.808, -22.007], [16.841, -23.995, -23.124], [14.864, -19.922, -21.867], [12.875, -11.510, -20.441], [17.442, -26.287, -16.794], [20.857, -22.812, -20.943], [23.940, -7.124, -20.660], [17.872, -8.903, -17.813], [11.218, -12.140, -20.706], [20.950, -23.787, -24.917], [18.527, -5.261, -20.261], [14.436, -13.623, -18.625], [22.552, -18.520, -23.266], [20.976, -13.637, -15.384], [23.012, -22.972, -24.816], [19.863, -22.433, -23.071], [16.162, -13.733, -18.317], [22.245, -22.764, -23.215], [18.288, -24.123, -22.078], [22.217, -12.584, -14.695], [22.062, -20.495, -25.143], [23.863, -10.657, -25.176], [20.844, -18.851, -23.694], [24.625, -16.179, -18.632], [19.936, -16.376, -20.701], [23.211, -15.870, -19.665], [16.371, -20.468, -21.269], [15.168, -9.276, -17.787], [16.673, -17.363, -21.518], [18.302, -5.991, -17.301], [16.115, -26.241, -17.878], [16.272, -20.328, -23.003], [18.391, -15.733, -18.184], [20.096, -22.179, -18.621], [23.247, -14.785, -23.440], [21.135, -23.376, -17.903], [18.357, -23.015, -25.658], [18.966, -17.299, -18.609], [21.482, -14.001, -20.911], [16.732, -14.359, -23.372], [20.636, -15.834, -19.183], [19.122, -12.122, -21.248], [17.264, -4.956, -18.269], [17.350, -10.284, -16.771], [17.399, -18.532, -20.361], [14.443, -22.084, -21.944], [22.949, -13.636, -24.673], [22.372, -22.485, -19.951], [18.063, -13.243, -25.400], [11.806, -10.661, -21.509], [17.220, -12.036, -26.322], [20.301, -14.380, -22.113], [19.489, -13.775, -19.419], [22.668, -6.967, -21.921], [19.412, -10.210, -19.696], [23.029, -13.024, -22.957], [11.740, -13.191, -22.661]], "mulliken_charge": [-0.179, -0.309, -0.359, -0.345, -0.346, -0.581, -0.617, -0.180, -0.476, -0.562, -0.229, -0.378, -0.339, -0.570, -0.316, -0.276, -0.553, -0.687, -0.539, -0.336, -0.279, -0.063, -0.554, -0.511, 0.545, -0.152, 0.665, -0.669, -1.039, -0.844, -0.732, -0.385, -0.871, -0.680, 0.502, 0.891, 0.598, -0.698, -0.522, 0.989, -0.475, -0.427, -0.498, 0.847, -0.702, -0.753, -0.891, -0.141, 0.006, -0.731, -0.816, -0.926, -0.654, 0.790, -0.318, 0.551, -0.530, -0.381, -0.350, -1.200, -0.048, -0.048, -0.485, 0.335, 0.248, 0.328, 0.286, 0.203, 0.267, 0.405, 0.305, -0.357, 0.104, 0.123, 0.190, 0.339, 0.204, 0.100, 0.040, 0.335, 0.277, 0.314, 0.369, -0.023, 0.343, 0.110, 0.422, 0.344, 0.167, 0.293, 0.166, 0.251, 0.382, 0.173, 0.309, -0.025, 0.262, 0.116, 0.301, 0.308, 0.298, 0.300, 0.343, 0.333, 0.484, -0.454, 0.086, 0.098, 0.196, 0.366, 0.387, 0.268, 0.291, 0.294, 0.063, 0.151, 0.185, 0.308, 0.321, 0.263, 0.239, 0.202, 0.300, 0.278, 0.264, 0.380, 0.369, 0.350, 0.308, 0.456, -0.558, 0.167, 0.364, 0.293, 0.186, 0.280, 0.221, 0.509, 0.287, 0.306, 0.405, 0.485, 0.131, 0.351, 0.262, 0.111, 0.327]}

***

[2]
{"formula": "C10H19FO4PS", "method": "ωB97M-V with the def2-TZVPD basis set", "total_charge": 1, "e_tot_ev": -41702.4354, "lumo_energy_ha": -0.1562, "elements": ["S", "P", "F", "O", "O", "O", "O", "C", "C", "C", "C", "C", "C", "C", "C", "C", "C", "H", "H", "H", "H", "H", "H", "H", "H", "H", "H", "H", "H", "H", "H", "H", "H", "H", "H", "H"], "coordinates": [[-3.543, 1.602, -3.391], [-2.992, -0.184, -4.202], [-0.968, -1.154, -2.946], [-0.817, 0.003, 1.486], [4.369, 0.622, 2.084], [-2.162, 0.033, 3.269], [3.196, -1.241, 1.700], [-1.151, -0.396, -4.090], [-2.056, -1.961, 1.847], [-1.733, -0.558, 2.329], [-0.908, -2.275, 0.892], [-0.524, -0.884, 0.396], [2.677, 2.040, 2.908], [4.190, 1.854, 2.809], [3.267, -0.152, 2.194], [-0.371, 0.902, -4.018], [2.200, 0.592, 2.970], [-0.366, 1.255, -2.986], [-3.407, -0.297, -5.531], [-3.025, -1.923, 1.344], [4.701, 2.638, 2.256], [-1.166, -2.956, 0.083], [0.655, 0.727, -4.333], [0.534, -0.788, 0.158], [-0.865, -1.006, -4.953], [-3.550, -1.272, -3.527], [2.305, 2.520, 2.002], [-1.122, -0.567, -0.465], [1.237, 0.401, 2.507], [2.379, 2.645, 3.761], [-4.813, 1.485, -3.821], [4.658, 1.746, 3.789], [-0.071, -2.704, 1.443], [-2.140, -2.633, 2.696], [-0.797, 1.679, -4.654], [2.178, 0.210, 3.992]], "nbo_charge": [-0.108, 0.813, -0.332, -0.510, -0.488, -0.541, -0.583, -0.023, -0.530, 0.789, -0.433, -0.069, -0.427, -0.071, 0.793, -0.669, -0.540, 0.253, 0.062, 0.229, 0.200, 0.218, 0.268, 0.212, 0.232, 0.068, 0.205, 0.151, 0.253, 0.229, 0.197, 0.184, 0.233, 0.255, 0.241, 0.242]}